48
Properties=species:S:1:pos:R:3:forces:R:3:lowdin_charge:R:1 method="wB97M-V/def2-TZVPD" e_above_lowest_ev=0.6855 charge=+2 lumo_energy_ev="-5.47 / -10.13" multiplicity=5 e_tot_ev=-137859.697 max_force_ev_per_a=0.4
Pt -0.211 0.210 0.635 -0.11 -0.20 -0.28 1.164
C 2.692 -0.568 2.793 0.00 -0.06 -0.02 -0.199
P 2.011 -1.005 1.184 0.05 -0.01 0.01 0.847
C 3.265 -0.854 -0.096 0.04 -0.06 0.06 -0.202
C 1.508 -2.760 1.307 0.00 0.02 0.05 -0.366
C 0.537 -3.200 0.209 -0.02 0.06 -0.03 -0.370
P -1.000 -2.229 0.275 -0.04 0.09 -0.05 0.807
C -1.899 -2.685 1.774 0.04 -0.01 0.00 -0.221
C -2.052 -2.656 -1.124 0.01 -0.05 0.02 -0.221
H 3.453 -1.306 3.059 0.02 0.02 -0.02 0.079
H 1.904 -0.589 3.546 -0.01 0.00 0.00 0.058
H 3.132 0.425 2.745 0.00 0.01 -0.01 0.050
H 4.139 -1.442 0.199 0.00 0.01 0.02 0.083
H 3.542 0.194 -0.193 0.00 -0.01 -0.01 0.050
H 2.889 -1.227 -1.046 -0.01 0.00 -0.01 0.025
H 1.068 -2.897 2.299 0.00 0.01 -0.01 0.090
H 2.410 -3.378 1.290 0.02 0.04 -0.05 0.114
H 0.292 -4.260 0.311 -0.03 0.01 0.02 0.114
H 0.966 -3.065 -0.787 0.00 0.00 0.01 0.076
H -2.143 -3.749 1.735 0.00 0.00 0.00 0.077
H -2.824 -2.111 1.833 0.00 0.01 -0.01 0.065
H -1.306 -2.479 2.663 -0.01 0.01 0.00 0.046
H -2.342 -3.706 -1.036 0.01 0.00 0.01 0.078
H -1.526 -2.509 -2.064 0.01 0.01 -0.01 0.022
H -2.953 -2.044 -1.109 0.01 0.02 0.01 0.065
O -3.314 2.542 -4.336 0.02 0.00 -0.07 0.155
C -2.740 2.008 -3.275 0.01 -0.04 0.15 -0.274
C -3.161 2.225 -1.955 0.04 -0.02 -0.07 0.049
C -2.476 1.611 -0.939 -0.03 0.03 0.00 -0.096
N -1.423 0.801 -1.152 -0.10 0.05 0.15 -0.146
C -1.027 0.610 -2.410 0.03 -0.02 -0.05 -0.707
Br 0.471 -0.508 -2.659 0.01 -0.03 -0.04 0.906
C -1.642 1.168 -3.500 0.01 0.01 0.02 0.008
H -4.056 3.120 -4.115 -0.02 0.02 0.01 0.148
H -4.000 2.868 -1.727 0.00 0.01 -0.01 0.138
H -2.764 1.769 0.093 -0.01 -0.01 -0.01 0.123
H -1.291 0.984 -4.505 -0.01 0.00 -0.01 0.137
F 2.907 3.729 -1.358 0.01 -0.01 -0.01 0.178
C 2.040 4.069 -0.419 -0.02 -0.04 0.08 -0.684
F 0.937 4.543 -0.974 -0.05 0.00 -0.01 0.171
F 2.566 4.963 0.394 0.00 0.02 -0.04 0.191
S 1.628 2.576 0.594 -0.22 -0.08 -0.29 0.550
O 2.859 2.051 1.099 0.20 -0.04 0.07 -0.279
O 0.605 2.937 1.540 -0.04 0.10 0.08 -0.290
O 1.022 1.656 -0.469 0.26 0.08 0.20 -0.503
O -0.974 2.233 4.035 -0.02 -0.03 -0.04 0.307
C -0.890 1.432 3.226 0.01 0.15 0.20 -0.351
N -0.830 0.501 2.409 -0.07 -0.09 -0.03 -0.062